The following is a quantum chemistry calculation of a molecular structure, C30H45NNdO3P2S at a distorted geometry, from the Open Molecules 2025 dataset.

* E_HOMO (alpha / beta): -7.43 / -7.46 eV
* total charge: +1
* Kohn-Sham gap (alpha / beta): 4.06 / 4.15 eV
* spin multiplicity: 4

CARTESIAN COORDINATES (ANGSTROEM)
H (1.905, -0.152, 5.938)
N (0.455, -1.665, 2.078)
H (3.466, -1.681, 1.085)
H (2.721, -4.451, -0.045)
C (-1.519, 0.614, 0.777)
P (0.649, -4.343, -1.275)
H (3.644, -4.693, -4.214)
H (-2.142, 0.794, 2.813)
C (-0.575, 0.808, -0.271)
H (3.598, 1.919, -2.569)
C (-2.292, -0.528, -1.070)
H (1.062, -6.715, -0.878)
C (0.246, -6.023, -0.634)
H (4.987, 0.241, 0.866)
C (3.448, 0.928, -2.128)
P (3.767, -3.639, -1.992)
H (3.561, 2.079, -0.254)
S (1.635, -0.922, 3.030)
C (3.663, -1.305, 0.080)
H (-2.803, -1.553, -2.895)
C (-1.758, -1.203, 4.971)
O (2.766, -1.802, 3.200)
C (0.579, -0.926, 4.426)
H (-1.289, 0.177, -3.541)
H (-4.040, -0.431, -2.296)
H (5.079, -5.187, -3.266)
H (-3.802, -1.991, -1.504)
C (2.424, -1.462, -0.805)
H (-0.007, 0.197, 7.561)
H (5.428, -0.020, -2.535)
H (3.987, -1.881, -3.964)
H (0.068, 2.859, -0.322)
C (-3.806, -0.545, 1.033)
O (1.836, 0.417, 2.516)
H (2.415, 0.665, -2.377)
C (3.866, -1.409, -3.002)
H (1.908, -2.213, -2.783)
C (-2.562, -0.224, 0.296)
H (5.067, -3.625, -4.078)
H (1.736, -2.135, -0.237)
C (4.181, 0.090, 0.141)
C (4.378, -0.061, -2.902)
H (-2.324, -0.464, 6.929)
C (-0.690, -1.414, 4.112)
H (1.887, -0.505, -0.891)
C (2.833, -2.007, -2.197)
C (-3.274, -1.162, -1.989)
H (2.734, -5.621, -1.409)
C (-0.196, -0.246, 6.579)
C (-1.554, 1.342, 2.063)
H (-0.468, -5.057, -3.281)
C (-0.691, -1.919, 2.762)
H (-2.766, -1.488, 4.634)
C (5.219, -3.926, -0.885)
C (0.481, 1.841, -0.225)
H (0.117, -5.995, 0.453)
C (-0.480, 0.121, -2.795)
Nd (-0.580, -2.246, 0.089)
O (-1.648, -2.524, 2.116)
H (4.390, 0.300, -3.951)
H (0.184, 0.985, -2.943)
H (-4.390, -1.304, 0.503)
H (4.440, -1.983, -0.287)
H (1.247, -5.536, -3.314)
C (-1.040, 0.081, -1.415)
H (5.863, -3.064, -0.663)
C (0.874, -0.400, 5.683)
H (0.772, -3.848, -3.672)
H (-0.546, 1.497, 2.470)
H (-2.031, 2.332, 1.945)
H (-4.434, 0.351, 1.142)
H (1.025, 1.790, 0.725)
H (-0.680, -6.375, -1.100)
C (-1.508, -0.620, 6.221)
C (0.551, -4.728, -3.066)
H (4.858, -4.371, 0.053)
H (5.871, -4.668, -1.369)
C (3.773, 1.091, -0.689)
H (0.104, -0.780, -3.054)
H (1.223, 1.714, -1.016)
H (-3.592, -0.934, 2.036)
C (2.509, -4.583, -1.124)
C (4.428, -4.340, -3.535)



The following is a quantum chemistry calculation of a single C4H9NOS molecule at a distorted geometry, from the Open Molecules 2025 dataset.

* E_HOMO: -8.32 eV
* total charge: 0
* Kohn-Sham gap: 9.22 eV
* structure (SMILES): CSON=C(C)C

CARTESIAN COORDINATES (ANGSTROEM)
C (-1.201, -0.139, -0.065)
C (-2.415, 0.613, -0.494)
H (-0.900, -2.053, 0.451)
C (3.158, 1.106, 0.551)
N (-0.290, 0.433, 0.597)
H (-2.249, -1.901, -0.538)
S (2.201, -0.332, -0.036)
H (-3.175, 0.303, 0.263)
H (3.962, 1.091, -0.195)
H (2.631, 2.143, 0.581)
C (-1.170, -1.547, -0.426)
O (0.961, -0.509, 0.953)
H (-0.578, -1.858, -1.207)
H (-2.593, 0.160, -1.544)
H (-2.111, 1.703, -0.358)
H (3.771, 0.788, 1.463)



The following is a quantum chemistry calculation of 3 unconnected molecules or ions with the total composition C5H11N at a distorted geometry, from the Open Molecules 2025 dataset.

* E_HOMO: -7.51 eV
* total charge: 0
* Kohn-Sham gap: 5.85 eV

CARTESIAN COORDINATES (ANGSTROEM)
C (-1.114, 0.849, -0.433)
H (0.013, -1.175, 0.384)
H (0.837, 0.658, 1.825)
C (-1.144, 0.937, -1.742)
H (-0.584, 0.919, 2.981)
H (-0.091, 2.174, 1.787)
C (-1.210, 0.572, 0.915)
N (0.785, -1.762, 0.088)
C (1.233, -1.294, -1.232)
C (-0.248, 1.119, 1.912)
H (0.431, -2.697, 0.015)
H (0.605, 1.419, -0.593)
H (1.501, -0.202, -1.163)
H (-1.509, 1.644, -2.478)
H (2.100, -1.819, -1.549)
H (0.470, -1.346, -2.055)
H (-2.074, 0.004, 1.337)



The following is a quantum chemistry calculation of a gas-phase ion, C5H11BN (charge +1) at a distorted geometry, from the Open Molecules 2025 dataset.

* E_HOMO: -13.81 eV
* total charge: +1
* Kohn-Sham gap: 8.70 eV
* structure (SMILES): B[C@@H](C=C)C[NH+]=C

CARTESIAN COORDINATES (ANGSTROEM)
C (0.234, 0.130, 2.458)
H (0.013, -0.664, -2.179)
H (2.450, -0.800, -0.517)
H (-2.345, 0.294, -1.572)
H (0.038, 1.587, -1.557)
C (0.397, 0.854, -0.833)
H (0.200, 1.177, 2.713)
H (1.278, 1.238, -0.314)
H (-2.967, -0.265, 0.274)
H (-0.149, -1.387, 1.075)
B (-2.140, 0.152, -0.432)
C (-0.741, 0.553, 0.197)
C (-0.182, -0.327, 1.289)
H (1.835, -2.068, -1.729)
H (0.611, -0.528, 3.221)
N (0.722, -0.359, -1.509)
H (-0.962, 1.526, 0.656)
C (1.708, -1.112, -1.242)



The following is a quantum chemistry calculation of a molecular structure, C4H6OS3 at a distorted geometry, from the Open Molecules 2025 dataset.

* E_HOMO: -8.77 eV
* total charge: 0
* Kohn-Sham gap: 7.06 eV

CARTESIAN COORDINATES (ANGSTROEM)
S (-1.303, -2.757, -1.879)
C (0.558, 0.674, 1.491)
H (1.799, 3.443, 1.598)
S (1.271, -0.175, -0.025)
C (1.058, 3.447, 0.762)
H (0.454, 4.590, 1.152)
C (-0.162, -1.716, -1.500)
H (0.669, -1.671, -2.092)
H (-0.159, -0.126, 1.715)
O (-1.108, -0.698, 0.562)
C (-0.216, -0.971, -0.265)
H (1.288, 0.755, 2.385)
H (1.485, 3.450, -0.403)
S (-0.224, 2.091, 1.168)



The following is a quantum chemistry calculation of a molecular structure, C44H61N8O2S3SeV, from the Open Molecules 2025 dataset.

* E_HOMO (alpha / beta): -3.01 / -2.41 eV
* total charge: -1
* Kohn-Sham gap (alpha / beta): 5.04 / 4.44 eV
* spin multiplicity: 2

CARTESIAN COORDINATES (ANGSTROEM)
H (4.356, -0.883, 5.659)
C (0.563, -2.799, 3.036)
C (-2.956, -1.044, 0.549)
H (-2.051, 2.417, 3.885)
H (-0.461, 3.336, 2.088)
C (0.502, 0.150, -3.579)
H (-0.764, 2.474, -4.292)
H (-6.709, -1.904, -0.723)
H (4.748, -5.210, 2.902)
C (-0.116, -1.186, -1.676)
C (-5.523, -2.182, 1.731)
N (3.023, -0.866, 0.483)
H (-0.628, 1.459, -5.724)
H (3.996, -3.644, 3.273)
H (2.481, 1.668, -5.996)
H (-2.339, -1.267, -6.072)
C (-6.590, -0.004, 1.202)
C (-1.314, 3.816, 1.623)
C (-2.139, -4.069, -4.073)
H (6.098, -3.335, 1.945)
C (-0.590, -3.378, -5.883)
N (1.026, -0.290, 3.127)
C (-0.180, -0.789, -4.348)
H (0.252, -3.897, -5.423)
C (1.854, 2.371, -3.533)
H (-7.554, -0.508, 1.108)
H (-4.737, 3.569, 1.534)
H (-0.093, 0.752, 6.059)
H (5.599, 4.192, 1.267)
H (1.218, 2.807, -2.768)
C (-2.835, 3.015, 3.416)
H (-1.101, -4.074, -6.554)
C (-1.485, 0.867, 1.043)
S (6.272, 0.597, 4.083)
H (1.065, 3.974, -1.149)
H (1.413, 2.405, 2.888)
H (0.614, 2.792, 4.415)
C (3.890, -0.547, -0.449)
C (5.172, -3.661, 1.463)
H (0.318, 2.947, -5.613)
H (-3.399, -1.718, -4.738)
H (0.819, -3.551, 3.788)
H (1.317, -2.835, 2.253)
N (1.192, 3.345, -0.376)
Se (-0.137, -1.487, 0.221)
H (-3.797, 2.561, 3.662)
C (-2.635, 1.622, 1.368)
H (2.740, 0.799, -1.398)
H (5.459, -4.363, 0.675)
C (4.255, -4.336, 2.475)
C (0.820, 0.698, 4.066)
H (-4.974, -2.135, -0.974)
C (2.056, 0.827, -5.442)
H (2.874, 0.270, -4.981)
H (-3.669, 3.838, 0.154)
S (3.552, 4.601, -0.029)
C (4.649, 3.765, 1.004)
S (5.265, -1.602, -0.494)
C (1.313, 2.107, 3.930)
H (-2.809, 4.022, 3.841)
C (-5.470, -0.963, 0.799)
H (4.330, 0.520, -2.092)
N (3.399, -1.983, 1.184)
N (3.958, 0.754, 2.992)
H (-6.482, 0.324, 2.238)
H (2.289, 2.240, 4.407)
H (2.721, 1.945, -3.037)
H (1.568, 0.167, -6.158)
C (4.527, -2.469, 0.830)
C (-1.709, -0.469, 0.636)
H (-1.240, -2.951, -2.007)
H (2.202, 3.164, -4.202)
C (-0.067, 2.098, -5.042)
H (-1.108, 3.880, 0.555)
O (1.163, 0.780, -1.342)
C (-3.881, 0.994, 1.296)
N (4.042, -0.850, 4.703)
H (-5.306, -1.885, 2.758)
N (3.739, 0.502, -1.277)
C (4.748, 1.693, 2.387)
H (-3.261, -2.773, -6.157)
H (-5.706, -0.571, -1.324)
H (-1.360, -4.643, -3.569)
H (6.822, 2.416, 2.522)
V (1.356, 0.229, 1.093)
H (-0.191, -2.563, -6.487)
H (-4.787, -2.932, 1.440)
H (-0.224, -0.616, -5.417)
C (0.503, -1.444, 3.682)
C (4.103, 2.603, 1.430)
H (-6.512, -2.646, 1.703)
C (-2.708, -2.109, -5.486)
H (0.692, 2.456, -0.423)
C (6.029, 1.760, 2.831)
H (-2.875, -3.765, -3.328)
H (-2.637, -4.728, -4.788)
H (-1.410, 4.833, 2.017)
C (-0.001, -1.192, 4.939)
H (3.029, -0.885, 4.594)
C (-0.770, -2.099, -2.482)
C (-1.555, -2.862, -4.808)
N (2.829, 2.328, 0.949)
H (-0.394, -3.097, 2.596)
C (-4.092, -0.314, 0.885)
C (0.189, 0.190, 5.180)
C (-0.822, -1.919, -3.857)
C (-2.618, 3.066, 1.896)
O (-0.258, 1.331, 1.111)
C (0.553, -0.037, -2.166)
H (-3.638, 4.941, 1.537)
H (-4.742, 1.576, 1.589)
C (-3.738, 3.894, 1.242)
C (2.412, 3.300, 0.191)
H (3.326, -4.653, 2.003)
H (-0.467, -1.918, 5.591)
C (4.594, 0.128, 3.929)
H (-3.029, -2.077, 0.225)
H (-6.608, 0.881, 0.563)
C (1.087, 1.341, -4.365)
C (-5.730, -1.423, -0.643)



The following is a quantum chemistry calculation of a molecular structure, C7H23NPTi at a distorted geometry, from the Open Molecules 2025 dataset.

* E_HOMO (alpha / beta): -10.96 / -11.01 eV
* total charge: +1
* Kohn-Sham gap (alpha / beta): 7.61 / 7.63 eV

CARTESIAN COORDINATES (ANGSTROEM)
N (-1.252, -0.359, 0.737)
Ti (0.691, 0.545, 0.417)
H (1.288, -4.635, -1.199)
H (2.576, 0.686, 1.066)
H (0.618, -0.843, -0.728)
H (-1.300, -0.743, 1.688)
C (3.184, -0.179, 0.647)
H (1.584, -3.009, 0.700)
H (4.016, 0.309, 0.117)
H (2.908, 0.181, -2.439)
H (0.567, 0.888, -2.338)
C (0.349, 1.494, -1.451)
H (0.353, -3.176, -1.500)
C (3.039, -0.873, -2.159)
H (-1.376, -1.155, 0.103)
H (4.692, -2.310, -1.933)
H (5.108, -0.656, -1.444)
P (2.213, -1.093, -0.573)
H (4.938, -1.057, -3.149)
H (4.614, -1.604, 1.493)
H (3.118, -3.270, -0.104)
H (3.929, -0.448, 2.653)
H (2.951, -1.809, 2.113)
H (1.884, -3.429, -2.351)
H (0.989, 2.391, -1.447)
H (2.494, -1.464, -2.906)
C (2.109, -2.871, -0.255)
H (-0.718, 1.788, -1.425)
C (1.372, -3.561, -1.392)
H (0.922, -0.025, 1.936)
C (3.697, -1.076, 1.786)
C (4.518, -1.248, -2.154)
H (-2.071, 0.254, 0.632)